The following is a DFT calculation (ωB97M-V/def2-TZVPD) of C17H20ClN3O3S in the gas phase at a distorted geometry.

```
! wB97M-V def2-TZVPD RIJCOSX def2/J DEFGRID3
* xyz 0 1
O 1.4137 3.7370 -1.1036
C 1.1156 2.7047 -0.5679
C -0.2888 2.1335 -0.5781
S -0.3727 0.6785 0.5131
C -2.0598 0.3808 0.3337
N -2.9134 1.0412 -0.3898
N -4.1075 0.4434 -0.2089
C -3.9351 -0.5404 0.6068
C -4.9528 -1.5408 1.0455
N -5.4125 -2.3548 -0.0565
C -4.5428 -3.1570 -0.7763
C -3.3268 -3.6111 -0.2629
C -2.5333 -4.4666 -1.0039
C -2.9192 -4.8961 -2.2611
C -4.1279 -4.4450 -2.7667
Cl -4.6408 -4.9597 -4.3365
C -4.9332 -3.5849 -2.0480
O -2.6363 -0.6432 0.9977
O 1.9404 1.9072 0.0911
C 3.3201 2.2982 0.2121
C 4.1601 1.0273 0.2532
C 5.6332 1.3799 0.4380
C 5.8328 2.1979 1.7104
C 4.9876 3.4672 1.6642
C 3.5126 3.1226 1.4829
H -0.5633 1.8329 -1.5898
H -1.0063 2.8795 -0.2371
H -5.8168 -1.0173 1.4604
H -4.5159 -2.1747 1.8208
H -6.1003 -1.8942 -0.6361
H -2.9888 -3.2998 0.7122
H -1.5934 -4.8036 -0.5934
H -2.2991 -5.5621 -2.8382
H -5.8674 -3.2422 -2.4661
H 3.5770 2.9058 -0.6648
H 3.8133 0.4107 1.0843
H 4.0141 0.4629 -0.6692
H 6.2236 0.4636 0.4851
H 5.9777 1.9579 -0.4223
H 6.8866 2.4585 1.8217
H 5.5416 1.5990 2.5758
H 5.1173 4.0378 2.5852
H 5.3163 4.0935 0.8321
H 2.9144 4.0335 1.4166
H 3.1561 2.5385 2.3343
*
```

Summary:
HOMO-LUMO gap: 8.92 eV
M: 381.9 g/mol
LUMO energy: 0.5859 eV
SMILES: O=C(CSc1nnc(CNc2cccc(Cl)c2)o1)OC1CCCCC1
HOMO energy: -8.34 eV